ORCA calculation (ωB97M-V/def2-TZVPD) on a cluster of 15 separate species, C63H165N9O24 in total.

Results
**Frontier orbital gap**: 8.82 eV
**Molecular weight**: 1433.05 g/mol
**2S+1**: 1

Element x y z (Å)
C (-4.410792, -1.642976, -1.419305)
O (-3.850152, -2.810029, -0.839092)
H (-4.608009, -1.744680, -2.476223)
H (-5.352669, -1.444622, -0.865202)
H (-3.819898, -0.747494, -1.191490)
H (-4.566408, -3.449752, -0.760724)
C (-3.334725, 2.068116, -1.503950)
O (-2.987598, 1.157472, -0.473635)
H (-2.787482, 1.816812, -2.445702)
H (-4.382956, 1.936632, -1.674640)
H (-3.112880, 3.127566, -1.284645)
H (-2.040304, 1.054082, -0.536298)
C (-1.370221, -2.178182, -2.841449)
O (-0.110006, -2.361503, -2.237820)
H (-1.899826, -1.310001, -2.417420)
H (-1.270829, -2.045351, -3.903871)
H (-1.994373, -3.071387, -2.703884)
H (-0.283582, -2.317632, -1.305397)
C (6.057496, -5.001718, -2.620776)
O (5.132931, -3.932676, -2.431384)
C (4.203295, -4.216777, -1.355396)
C (3.284882, -2.955858, -1.203639)
N (4.059394, -1.760549, -0.794133)
C (4.405411, -1.760881, 0.595951)
C (3.177423, -1.299764, 1.454180)
O (3.382840, -1.765286, 2.751950)
C (2.309747, -1.502324, 3.620707)
H (6.648343, -5.286968, -1.737222)
H (6.673586, -4.622213, -3.488692)
H (5.532962, -5.925720, -2.980305)
H (4.744824, -4.468970, -0.430151)
H (3.567538, -5.044930, -1.672264)
H (2.443374, -3.097723, -0.501052)
H (2.826779, -2.809715, -2.182989)
H (4.882816, -1.596861, -1.409233)
H (5.215451, -1.039137, 0.779138)
H (4.710306, -2.750523, 0.990597)
H (2.279497, -1.665050, 0.990745)
H (3.062391, -0.197331, 1.387835)
H (2.478769, -2.053356, 4.534971)
H (1.374627, -1.892979, 3.257098)
H (2.162753, -0.437965, 3.805291)
C (1.617191, 6.658964, -5.643873)
O (1.578953, 5.243210, -5.919642)
C (2.267283, 4.821141, -7.109286)
C (2.418972, 3.301925, -7.175458)
N (3.185316, 2.811111, -6.060289)
C (3.900352, 1.505506, -6.204888)
C (3.133228, 0.208588, -5.928609)
O (2.873403, 0.056546, -4.530519)
C (2.164976, -1.118296, -4.200613)
H (2.650274, 7.007347, -5.460307)
H (0.950692, 6.832848, -4.815788)
H (1.197028, 7.272172, -6.482646)
H (3.224543, 5.326336, -7.087684)
H (1.673933, 5.126513, -7.996623)
H (2.945366, 3.046926, -8.152582)
H (1.492324, 2.766373, -7.393005)
H (2.678180, 2.933227, -5.219887)
H (4.733270, 1.524802, -5.498747)
H (4.358017, 1.545412, -7.220280)
H (3.752383, -0.620275, -6.297529)
H (2.160478, 0.177314, -6.422722)
H (2.017445, -1.199174, -3.143570)
H (2.771041, -1.964166, -4.573882)
H (1.191381, -1.173844, -4.752543)
C (-0.868834, 4.178269, -9.622189)
O (-1.168827, 3.268762, -8.613405)
C (-2.158394, 3.630763, -7.755047)
C (-1.767895, 4.559356, -6.544381)
N (-2.796335, 4.258031, -5.504517)
C (-2.479878, 4.981378, -4.269159)
C (-3.738574, 5.297132, -3.453156)
O (-3.408270, 5.773851, -2.184387)
C (-4.564030, 5.661161, -1.290946)
H (-0.604043, 5.148667, -9.132403)
H (-1.711453, 4.296537, -10.337952)
H (-0.020555, 3.748043, -10.151193)
H (-2.647500, 2.805123, -7.281914)
H (-2.911311, 4.131569, -8.397787)
H (-1.810683, 5.615487, -6.814361)
H (-0.828889, 4.386365, -6.051630)
H (-3.699525, 4.632160, -5.784030)
H (-2.058555, 5.950357, -4.480104)
H (-1.764755, 4.358019, -3.749426)
H (-4.273698, 4.348310, -3.315365)
H (-4.358183, 6.033820, -4.001464)
H (-4.809636, 4.589566, -1.203344)
H (-5.448571, 6.210660, -1.677671)
H (-4.229511, 6.078742, -0.329663)
C (5.611443, 1.880898, -2.677685)
O (5.329275, 3.098607, -2.012407)
C (4.312232, 3.862740, -2.740696)
C (3.684953, 4.858408, -1.806613)
N (4.480508, 6.035701, -1.523218)
C (5.504427, 5.913463, -0.483794)
C (6.142777, 7.248691, -0.264734)
O (5.066452, 8.020678, 0.334390)
C (5.397306, 9.317956, 0.718955)
H (4.672378, 1.335828, -2.942917)
H (6.227488, 1.259499, -1.985765)
H (6.225413, 2.003855, -3.564567)
H (3.535576, 3.171997, -3.136487)
H (4.821766, 4.329131, -3.604877)
H (3.327572, 4.327851, -0.899844)
H (2.755021, 5.139780, -2.345823)
H (3.940790, 6.852059, -1.255940)
H (6.192230, 5.176979, -0.861468)
H (5.112613, 5.473363, 0.434225)
H (6.516453, 7.669518, -1.180850)
H (6.998526, 7.197266, 0.384020)
H (6.084078, 9.765249, -0.014173)
H (5.980376, 9.385678, 1.677599)
H (4.421104, 9.824834, 0.726339)
C (-1.812260, -7.989879, 9.339068)
O (-1.820095, -6.613172, 8.964857)
C (-2.620130, -5.828840, 9.829435)
C (-2.639760, -4.323685, 9.511373)
N (-3.466504, -3.945185, 8.376852)
C (-3.674862, -2.499702, 8.293373)
C (-4.236924, -2.025344, 7.051693)
O (-3.278321, -2.249920, 6.038872)
C (-3.813045, -2.102131, 4.742220)
H (-1.133179, -8.539081, 8.708831)
H (-2.797140, -8.378666, 9.188641)
H (-1.453631, -8.220638, 10.335505)
H (-2.123443, -5.874733, 10.868847)
H (-3.678007, -6.197210, 9.876486)
H (-1.613838, -3.941854, 9.424864)
H (-3.174602, -3.879098, 10.336251)
H (-3.179809, -4.380630, 7.532700)
H (-2.766100, -1.824832, 8.352443)
H (-4.339732, -2.217663, 9.176427)
H (-4.456647, -0.890981, 7.096745)
H (-5.153128, -2.555466, 6.779413)
H (-4.180196, -1.065651, 4.582552)
H (-4.647074, -2.804191, 4.474457)
H (-2.983534, -2.282200, 4.043712)
C (-1.393402, -8.327396, -5.595221)
O (-0.720111, -8.999471, -4.533607)
C (-1.325739, -10.173106, -4.006987)
C (-2.288334, -10.008193, -2.823714)
N (-1.617386, -9.254863, -1.807399)
C (-2.457090, -8.778512, -0.743672)
C (-1.677886, -7.809623, 0.109696)
O (-2.307249, -7.493660, 1.322006)
C (-1.610647, -6.443166, 1.994959)
H (-2.352033, -7.896917, -5.270415)
H (-1.464240, -9.014594, -6.478306)
H (-0.708871, -7.552223, -5.907648)
H (-0.489732, -10.743523, -3.540146)
H (-1.806510, -10.827829, -4.752451)
H (-2.609642, -11.008248, -2.533195)
H (-3.170914, -9.454007, -3.125877)
H (-1.236035, -8.438357, -2.259692)
H (-2.782760, -9.683799, -0.247437)
H (-3.356038, -8.202374, -1.090814)
H (-1.378567, -6.883969, -0.420866)
H (-0.724956, -8.307515, 0.350034)
H (-0.539040, -6.561487, 1.911046)
H (-1.845081, -6.386649, 3.046855)
H (-1.870321, -5.440048, 1.565917)
C (-0.059938, 3.690125, 9.919029)
O (-0.494864, 2.415453, 9.371869)
C (0.565851, 1.513184, 9.114880)
C (-0.036293, 0.181650, 8.664274)
N (-0.126253, -0.015967, 7.230667)
C (-1.057441, 0.935311, 6.622674)
C (-0.760573, 0.808062, 5.124404)
O (-1.819017, 1.248272, 4.276303)
C (-2.059959, 2.589931, 4.487815)
H (0.760996, 3.493674, 10.605283)
H (-0.893640, 4.120625, 10.504021)
H (0.309801, 4.356074, 9.102631)
H (1.115719, 1.416748, 10.062564)
H (1.240450, 1.984537, 8.395136)
H (-0.939229, -0.013156, 9.283471)
H (0.660314, -0.609630, 8.989191)
H (-0.436175, -0.962826, 7.001896)
H (-0.894469, 1.905045, 7.041854)
H (-2.131717, 0.664024, 6.851594)
H (-0.552376, -0.252221, 4.894004)
H (0.155050, 1.353317, 4.916813)
H (-2.509601, 2.824255, 5.461623)
H (-2.665015, 3.022949, 3.687114)
H (-1.099832, 3.123743, 4.445356)
C (-0.339831, 5.899146, -1.747230)
O (0.655856, 6.061439, -0.741059)
C (0.138029, 5.661543, 0.496163)
C (1.258436, 5.730558, 1.505325)
N (1.034116, 4.904283, 2.690994)
C (1.484460, 3.517825, 2.524844)
C (2.985804, 3.324194, 2.532498)
O (3.225922, 1.977587, 2.716848)
C (4.584487, 1.716340, 2.513830)
H (0.254952, 5.861982, -2.629220)
H (-1.005076, 6.737449, -1.800075)
H (-0.837340, 4.903699, -1.667170)
H (-0.251080, 4.657094, 0.408331)
H (-0.646490, 6.307703, 0.785391)
H (1.449986, 6.757014, 1.860828)
H (2.189855, 5.469055, 0.995003)
H (1.502464, 5.267781, 3.487745)
H (1.099023, 3.104013, 1.584081)
H (1.114948, 2.847928, 3.329742)
H (3.430827, 3.829594, 3.386775)
H (3.516182, 3.620560, 1.626292)
H (4.945668, 1.812551, 1.466955)
H (4.755367, 0.726510, 2.884858)
H (5.217596, 2.398526, 3.097259)
C (-0.655270, -3.015169, 1.444135)
O (-0.154020, -1.824440, 0.876188)
C (-0.839320, -0.717134, 1.398133)
C (-0.162977, 0.589359, 0.987700)
N (-0.233234, 0.713601, -0.530708)
C (0.597455, 1.863030, -1.002648)
C (0.748882, 1.790253, -2.461316)
O (-0.419178, 2.207193, -3.110823)
C (-0.386399, 1.919043, -4.489979)
H (-1.724405, -3.052277, 1.304590)
H (-0.386444, -3.216743, 2.453892)
H (-0.236482, -3.854183, 0.845875)
H (-0.717733, -0.708359, 2.498591)
H (-1.885919, -0.747652, 1.084382)
H (0.885820, 0.626833, 1.385995)
H (-0.717022, 1.423301, 1.435779)
H (0.187347, -0.131141, -0.932041)
H (1.593017, 1.793503, -0.599878)
H (0.042743, 2.799861, -0.760227)
H (1.049010, 0.759447, -2.701245)
H (1.636435, 2.417935, -2.745990)
H (0.378844, 2.583096, -4.997312)
H (-1.379122, 2.059419, -4.922881)
H (0.009760, 0.895806, -4.745384)
C (0.200649, -4.555220, 5.163043)
C (-0.687842, -4.594278, 6.472537)
O (-1.728589, -5.608839, 6.330368)
H (-0.436703, -4.434158, 4.309921)
H (0.803108, -5.464723, 5.190738)
H (0.912450, -3.701068, 5.173729)
H (-1.234598, -3.646582, 6.627663)
H (-0.061396, -4.913854, 7.327637)
H (-1.674616, -6.145403, 7.103030)
C (-2.113036, -0.038189, -8.658727)
C (-0.849543, 0.047784, -7.912854)
O (-0.842936, -0.878546, -6.873607)
H (-2.082647, 0.559977, -9.543904)
H (-2.999271, 0.236155, -8.076288)
H (-2.190791, -1.058460, -8.996863)
H (-0.669771, 1.029652, -7.514755)
H (0.009096, -0.116297, -8.578693)
H (-0.730838, -1.724412, -7.301281)
C (-5.539741, -4.055055, 2.046479)
C (-5.902642, -2.540137, 1.844549)
O (-6.909851, -2.437343, 0.815550)
H (-5.548776, -4.458075, 1.054284)
H (-6.248165, -4.621727, 2.679712)
H (-4.544945, -4.074944, 2.421560)
H (-5.010129, -1.980158, 1.505229)
H (-6.235884, -2.101862, 2.802103)
H (-7.759317, -2.600676, 1.204134)

Atoms 1-3, force components in eV/Å:
-1.162 0.776 1.442
0.432 -0.324 -0.010
0.032 -0.048 -0.414

---

ORCA calculation (ωB97M-V/def2-TZVPD) on a structure of composition C63H50LuN9O3S2.

Results
**Frontier orbital gap**: 5.42 eV
**Molecular weight**: 1220.25 g/mol
**2S+1**: 1

Element x y z (Å)
Lu (0.688325, -0.141565, -0.670602)
C (-5.912648, 1.628212, -4.523658)
C (-5.944936, 1.359938, -3.136409)
C (-4.763521, 1.018413, -2.530986)
C (-3.603992, 0.817679, -3.315675)
C (-3.611248, 1.080240, -4.659433)
C (-4.783710, 1.440277, -5.275340)
C (-2.326359, 0.465936, -2.677290)
C (-1.867245, -0.806243, -2.769399)
C (-2.466974, -1.831770, -3.547011)
C (-1.571767, -2.829520, -3.627540)
C (-0.384050, -2.438814, -2.839278)
N (-0.586231, -1.181735, -2.353882)
C (0.794528, -3.165366, -2.747673)
C (2.000621, -2.648740, -2.214698)
C (3.207318, -3.432993, -2.136469)
C (4.146692, -2.558770, -1.596190)
C (3.516888, -1.322130, -1.305141)
C (4.097244, -0.272126, -0.597583)
C (5.436559, -0.531942, -0.001343)
C (5.459345, -1.026172, 1.306830)
C (6.716649, -1.289714, 1.900354)
C (7.915301, -0.958192, 1.238078)
C (7.805705, -0.326116, 0.010540)
C (6.582895, -0.114109, -0.628362)
C (3.527861, 0.964253, -0.293462)
N (2.348894, 1.410514, -0.856304)
C (2.090274, 2.621884, -0.202348)
C (0.916913, 3.431450, -0.428094)
C (1.073412, 4.905345, -0.119108)
C (0.067349, 5.655999, 0.463480)
C (0.219955, 7.039925, 0.706114)
C (1.386441, 7.647492, 0.276682)
C (2.384486, 6.935471, -0.376684)
C (2.204214, 5.580559, -0.572218)
C (-0.233472, 2.975953, -1.111376)
C (-1.246520, 3.773367, -1.725310)
C (-2.115120, 2.925163, -2.399944)
C (-1.673044, 1.615609, -2.087703)
N (-0.545733, 1.648127, -1.348031)
C (3.130478, 2.969103, 0.737081)
C (3.981297, 1.868825, 0.701436)
N (2.197533, -1.396399, -1.668108)
C (0.827724, -4.577189, -3.307594)
C (1.755490, -4.875157, -4.346877)
C (1.719391, -6.143448, -4.872265)
C (0.810750, -7.098687, -4.473927)
C (-0.081827, -6.801808, -3.456818)
C (-0.069856, -5.529800, -2.892584)
H (-6.825920, 1.875335, -4.988137)
H (-6.857126, 1.607013, -2.607913)
H (-4.709650, 0.935592, -1.464088)
H (-2.675198, 1.014183, -5.222425)
H (-4.801258, 1.633770, -6.374111)
H (-3.372583, -1.842017, -4.142293)
H (-1.737984, -3.814791, -4.033385)
H (3.479458, -4.466017, -2.445918)
H (5.144909, -2.818152, -1.321653)
H (4.544658, -1.300679, 1.790210)
H (6.767786, -1.667572, 2.934689)
H (8.930055, -1.097025, 1.676166)
H (8.750576, 0.003024, -0.431398)
H (6.576119, 0.361915, -1.593818)
H (-0.868235, 5.175741, 0.746869)
H (-0.587618, 7.544255, 1.193142)
H (1.603507, 8.701477, 0.440383)
H (3.317393, 7.423515, -0.661131)
H (3.040026, 5.000392, -1.006087)
H (-1.230491, 4.847278, -1.653906)
H (-2.986635, 3.256517, -2.920028)
H (3.203076, 3.813544, 1.362629)
H (4.767632, 1.749490, 1.411633)
H (2.414115, -4.115649, -4.739451)
H (2.381839, -6.374545, -5.724370)
H (0.764351, -8.094214, -4.978863)
H (-0.803248, -7.549022, -3.119380)
H (-0.795374, -5.275463, -2.149380)
N (0.606300, 0.038641, 3.312087)
C (0.566231, -1.293529, 3.712686)
N (0.535227, -2.269122, 2.850434)
C (0.592527, -3.518182, 3.505534)
C (0.717536, -3.410888, 4.844725)
S (0.765559, -1.770812, 5.363279)
C (0.668918, -4.779814, 2.714707)
C (0.319882, -6.021660, 3.175966)
S (0.637574, -7.155319, 1.924028)
C (1.181005, -5.889912, 0.891254)
N (1.183602, -4.713588, 1.457902)
N (1.686937, -6.110173, -0.321103)
H (-1.539351, 0.212289, 2.234035)
H (0.680485, 0.704958, 4.018704)
H (0.927558, -4.204039, 5.524701)
H (-0.258121, -6.171856, 4.072000)
H (1.996963, -5.283897, -0.854124)
H (1.414871, -6.974072, -0.773635)
O (-3.633824, -1.579739, 0.252783)
H (-3.373417, -1.727328, -0.681482)
H (-3.294546, -0.695337, 0.493387)
O (1.754652, -0.460523, 1.291049)
H (1.649319, -1.379284, 1.614888)
H (1.118901, 0.047668, 2.411232)
O (-0.498076, -2.019298, 0.308058)
H (-1.467431, -2.119156, 0.418902)
H (-0.123485, -2.368596, 1.154345)
N (-2.215747, 0.744462, 1.708762)
C (-2.548288, 1.746579, 2.426992)
C (-3.498777, 2.765899, 1.899315)
C (-3.568640, 2.958987, 0.515608)
C (-4.597044, 3.697273, -0.000758)
C (-5.648138, 4.213026, 0.768223)
C (-5.498908, 4.088934, 2.144941)
C (-4.435968, 3.386156, 2.716284)
C (-2.181924, 1.838987, 3.883082)
C (-2.909269, 1.142766, 4.844002)
C (-2.645487, 1.383363, 6.206354)
C (-1.617964, 2.274218, 6.547686)
C (-0.975336, 3.008655, 5.572694)
C (-1.214642, 2.804451, 4.255993)
H (-2.836876, 2.571297, -0.157509)
H (-4.645198, 3.876545, -1.054125)
H (-6.470939, 4.728280, 0.265744)
H (-6.282747, 4.449949, 2.795275)
H (-4.396719, 3.310733, 3.786381)
H (-3.675648, 0.407614, 4.497893)
H (-3.141471, 0.833630, 7.015305)
H (-1.362756, 2.401451, 7.597594)
H (-0.258331, 3.799407, 5.745680)
H (-0.845429, 3.470786, 3.476376)

Atoms 1-3, force components in eV/Å:
-0.256 -0.907 1.084
-0.354 -0.948 1.110
0.212 1.120 -1.355

---

| no. | calculated total energy (Eh) |
| --- | --- |
| 1 | -4797.32841 |
| 2 | -5181.34865 |